Record 1
Below is a single C17H26N4O3 molecule, with properties calculated with the ωB97M-V functional and the def2-TZVPD basis.

Last column: Mulliken charge in e.
Cartesian coordinates (Å):
C (0.96, 4.37, -0.84)  -1.09
N (1.31, 3.27, -1.72)  -0.02
C (2.39, 3.67, -2.61)  -0.52
C (2.74, 2.58, -3.61)  -0.76
C (3.13, 1.30, -2.88)  -0.85
C (2.02, 0.92, -1.91)  -0.65
C (1.68, 2.08, -0.96)  -0.03
C (0.53, 1.60, -0.08)  0.17
O (-0.63, 1.86, -0.36)  -0.68
N (0.82, 0.82, 1.01)  0.39
C (-0.33, 0.25, 1.70)  -1.35
C (-1.07, -0.81, 0.89)  0.16
C (-2.03, -1.57, 1.78)  0.33
O (-1.69, -2.00, 2.87)  -0.68
N (-3.28, -1.74, 1.28)  -0.20
C (-4.29, -2.50, 1.98)  -0.70
C (-4.65, -3.76, 1.27)  0.65
N (-5.76, -4.07, 0.71)  -0.58
C (-5.56, -5.34, 0.19)  -0.30
C (-4.30, -5.72, 0.47)  -0.22
O (-3.70, -4.72, 1.17)  -0.27
C (2.15, 0.36, 1.33)  0.20
C (2.52, -0.31, 2.62)  -0.91
C (2.53, -1.10, 1.33)  -0.46
H (0.10, 4.11, -0.23)  0.27
H (1.80, 4.65, -0.18)  0.34
H (0.71, 5.24, -1.44)  0.39
H (2.07, 4.57, -3.13)  0.46
H (3.30, 3.93, -2.03)  0.34
H (1.86, 2.39, -4.25)  0.33
H (3.55, 2.92, -4.26)  0.39
H (3.31, 0.49, -3.59)  0.34
H (4.06, 1.47, -2.33)  0.36
H (1.11, 0.66, -2.45)  0.39
H (2.31, 0.04, -1.32)  0.26
H (2.56, 2.31, -0.34)  0.39
H (-0.01, -0.18, 2.64)  0.22
H (-1.02, 1.07, 1.93)  0.36
H (-1.57, -0.35, 0.04)  0.33
H (-0.36, -1.54, 0.50)  0.13
H (-3.50, -1.35, 0.38)  0.26
H (-3.89, -2.72, 2.97)  0.35
H (-5.21, -1.92, 2.09)  0.30
H (-6.32, -5.87, -0.35)  0.38
H (-3.71, -6.60, 0.27)  0.39
H (2.91, 1.03, 0.96)  0.43
H (3.46, -0.02, 3.06)  0.30
H (1.75, -0.56, 3.34)  0.22
H (1.74, -1.82, 1.21)  0.16
H (3.48, -1.39, 0.90)  0.29

Summary:
LUMO level: 0.8 eV
Structure (SMILES): CN1CCCC[C@@H]1C(=O)N(CCC(=O)NCc1ncco1)C1CC1
Strongest force on any atom: 0.06 eV Å⁻¹
Calculated total energy: -30153.4774 eV
Gap between HOMO and LUMO: 9.4197 eV

***

Record 2
Below is a single C17H26N4O3 molecule, with properties calculated with the ωB97M-V functional and the def2-TZVPD basis.

Last column: Mulliken charge in e.
Cartesian coordinates (Å):
C (-1.92, -0.99, 3.13)  -0.96
N (-2.71, -1.22, 1.93)  -0.11
C (-4.12, -1.32, 2.26)  -0.58
C (-4.96, -1.67, 1.04)  -0.79
C (-4.75, -0.64, -0.06)  -0.77
C (-3.26, -0.48, -0.34)  -1.04
C (-2.49, -0.16, 0.94)  0.30
C (-1.00, -0.08, 0.63)  -0.37
O (-0.41, -1.07, 0.23)  -0.64
N (-0.31, 1.07, 0.92)  0.52
C (1.15, 0.95, 0.85)  -1.07
C (1.71, 0.98, -0.57)  -0.06
C (3.19, 0.69, -0.51)  0.32
O (3.99, 1.50, -0.09)  -0.67
N (3.55, -0.57, -0.90)  -0.15
C (4.92, -1.03, -0.84)  -0.68
C (5.50, -1.31, -2.19)  0.63
N (5.92, -2.44, -2.65)  -0.58
C (6.34, -2.15, -3.94)  -0.28
C (6.14, -0.84, -4.18)  -0.23
O (5.59, -0.28, -3.06)  -0.28
C (-0.76, 2.44, 0.86)  -0.02
C (-0.82, 3.18, -0.45)  -0.71
C (-2.08, 2.87, 0.29)  -0.63
H (-0.86, -1.02, 2.91)  0.22
H (-2.15, -0.01, 3.60)  0.33
H (-2.14, -1.77, 3.86)  0.39
H (-4.23, -2.09, 3.03)  0.46
H (-4.49, -0.37, 2.70)  0.35
H (-4.66, -2.66, 0.68)  0.33
H (-6.01, -1.73, 1.33)  0.40
H (-5.28, -0.93, -0.97)  0.36
H (-5.17, 0.32, 0.27)  0.33
H (-2.85, -1.41, -0.74)  0.45
H (-3.09, 0.30, -1.09)  0.37
H (-2.84, 0.80, 1.37)  0.56
H (1.58, 1.76, 1.43)  0.44
H (1.42, 0.00, 1.33)  0.41
H (1.18, 0.24, -1.18)  0.25
H (1.59, 1.97, -1.01)  0.18
H (2.83, -1.21, -1.19)  0.24
H (5.49, -0.24, -0.35)  0.36
H (5.01, -1.94, -0.25)  0.30
H (6.76, -2.90, -4.59)  0.38
H (6.30, -0.19, -5.02)  0.39
H (-0.42, 3.01, 1.71)  0.43
H (-0.45, 4.20, -0.48)  0.27
H (-0.65, 2.60, -1.35)  0.31
H (-2.74, 2.15, -0.15)  0.05
H (-2.60, 3.67, 0.82)  0.28

Summary:
LUMO level: 0.8 eV
Structure (SMILES): CN1CCCC[C@@H]1C(=O)N(CCC(=O)NCc1ncco1)C1CC1
Strongest force on any atom: 0.48 eV Å⁻¹
Calculated total energy: -30153.4383 eV
Gap between HOMO and LUMO: 9.5579 eV

***

Record 3
Below is a molecular structure, C17H26N4O3S2, with properties calculated with the ωB97M-V functional and the def2-TZVPD basis.

Last column: Mulliken charge in e.
Cartesian coordinates (Å):
C (-2.12, -3.27, -0.58)  -1.03
C (-2.77, -2.89, 0.75)  -0.36
C (-4.05, -2.07, 0.59)  -0.78
C (-3.89, -0.77, -0.21)  -1.54
H (-3.62, -1.03, -1.24)  0.54
H (-4.85, -0.26, -0.24)  0.41
C (-2.83, 0.20, 0.34)  1.57
C (-2.52, 1.30, -0.70)  -1.83
N (-1.09, 1.43, -0.88)  0.11
C (-0.47, 1.01, -1.99)  0.57
O (-1.02, 0.71, -3.03)  -0.71
C (1.05, 0.88, -1.82)  -0.17
N (1.63, 1.94, -1.03)  0.15
S (2.07, 1.58, 0.53)  1.59
O (2.51, 2.79, 1.15)  -0.81
O (0.98, 0.86, 1.12)  -0.66
C (3.50, 0.48, 0.42)  -0.28
C (4.74, 0.98, 0.67)  -0.45
C (5.89, 0.16, 0.63)  -0.80
C (5.80, -1.18, 0.34)  -0.69
C (4.53, -1.72, 0.08)  0.54
N (4.21, -2.98, -0.23)  -0.67
S (2.63, -3.08, -0.45)  0.18
N (2.25, -1.55, -0.19)  -0.43
C (3.36, -0.87, 0.11)  0.83
H (6.66, -1.82, 0.31)  0.45
H (6.85, 0.60, 0.83)  0.40
H (4.83, 2.02, 0.93)  0.54
C (2.39, 2.95, -1.72)  -1.09
H (1.75, 3.46, -2.43)  0.38
H (3.25, 2.52, -2.25)  0.36
H (2.74, 3.65, -0.97)  0.34
H (1.21, -0.08, -1.30)  -0.08
H (1.52, 0.82, -2.80)  0.40
H (-0.53, 1.51, -0.04)  0.15
H (-2.93, 1.05, -1.68)  0.70
H (-2.94, 2.26, -0.39)  0.31
C (-3.24, 0.80, 1.68)  -0.80
C (-2.15, 1.67, 2.30)  -1.07
H (-2.00, 2.58, 1.72)  0.28
H (-2.43, 1.96, 3.31)  0.45
H (-1.21, 1.14, 2.34)  0.14
H (-4.16, 1.39, 1.56)  0.30
H (-3.46, -0.01, 2.37)  0.36
H (-1.90, -0.36, 0.49)  0.01
H (-4.45, -1.84, 1.58)  0.35
H (-4.79, -2.68, 0.07)  0.43
H (-3.02, -3.80, 1.30)  0.41
H (-2.05, -2.33, 1.36)  0.19
H (-2.84, -3.77, -1.22)  0.31
H (-1.74, -2.39, -1.09)  0.15
H (-1.28, -3.94, -0.40)  0.36

Summary:
LUMO level: -1.3 eV
Strongest force on any atom: 1.37 eV Å⁻¹
Calculated total energy: -51824.3401 eV
Gap between HOMO and LUMO: 7.7037 eV

***

Record 4
Below is a single C17H26N6O molecule, with properties calculated with the ωB97M-V functional and the def2-TZVPD basis.

Last column: Mulliken charge in e.
Cartesian coordinates (Å):
N (-1.62, 4.25, -0.11)  -0.48
N (-1.76, 2.09, -0.76)  -0.42
N (-0.97, 1.41, 3.57)  -0.27
N (-1.64, 2.21, 4.41)  -0.89
O (-1.76, 4.17, -1.51)  -0.18
C (-1.59, 3.01, 0.28)  -0.23
C (-1.85, 2.86, -1.82)  0.81
C (-0.90, 1.65, 2.24)  -0.40
C (-2.19, 3.36, 3.99)  0.52
C (-2.18, 3.69, 2.63)  -0.61
C (-1.54, 2.81, 1.71)  1.45
N (-0.21, 0.73, 1.47)  0.66
N (1.80, -1.93, -1.18)  -0.19
C (-2.04, 2.51, -3.24)  -1.15
C (-2.77, 4.24, 5.01)  -1.13
C (1.67, -3.67, -3.58)  -1.53
C (2.58, -5.53, -2.16)  -1.53
C (1.05, 1.18, 0.84)  -0.99
C (-0.35, -0.71, 1.73)  -1.03
C (1.94, -3.39, -1.07)  -1.14
C (1.40, 0.33, -0.39)  -0.48
C (0.02, -1.53, 0.51)  -0.44
C (1.40, -1.14, 0.01)  -0.35
C (2.51, -4.01, -2.35)  1.02
H (-2.65, 4.59, 2.29)  0.45
H (1.12, -1.73, -1.92)  0.30
H (-1.17, 2.92, -3.83)  0.29
H (-2.97, 2.99, -3.63)  0.35
H (-2.08, 1.42, -3.39)  0.30
H (-3.57, 4.86, 4.57)  0.33
H (-2.00, 4.93, 5.37)  0.25
H (-3.19, 3.65, 5.83)  0.38
H (2.11, -4.14, -4.43)  0.45
H (0.66, -4.05, -3.44)  0.33
H (1.59, -2.61, -3.82)  0.36
H (3.12, -5.78, -1.21)  0.37
H (1.58, -5.96, -2.18)  0.35
H (3.11, -6.01, -2.99)  0.42
H (1.83, 1.18, 1.56)  0.50
H (0.98, 2.24, 0.54)  0.46
H (0.29, -1.01, 2.56)  0.42
H (-1.37, -0.91, 2.01)  0.40
H (2.67, -3.58, -0.27)  0.29
H (1.01, -3.88, -0.81)  0.35
H (2.37, 0.64, -0.81)  0.38
H (0.64, 0.52, -1.13)  0.10
H (0.00, -2.57, 0.84)  0.43
H (-0.76, -1.37, -0.27)  0.17
H (2.14, -1.29, 0.79)  0.30
H (3.56, -3.65, -2.46)  0.24

Summary:
LUMO level: 0.1 eV
Structure (SMILES): Cc1cc(-c2noc(C)n2)c(N2CCC(NCC(C)C)CC2)nn1
Strongest force on any atom: 2.11 eV Å⁻¹
Calculated total energy: -29037.2668 eV
Gap between HOMO and LUMO: 8.2870 eV

***

Record 5
Below is a gas-phase ion, C17H26NO3 (charge +1), with properties calculated with the ωB97M-V functional and the def2-TZVPD basis.

Last column: Mulliken charge in e.
Cartesian coordinates (Å):
C (-0.49, 2.03, 3.77)  -1.82
C (-1.34, 1.00, 3.00)  2.66
C (-2.03, 1.50, 1.74)  -2.17
C (-0.45, -0.24, 2.63)  -1.11
N (-0.45, -1.17, 1.68)  0.34
C (0.37, -2.38, 1.98)  -0.53
C (-0.12, -3.63, 1.24)  -0.67
O (-0.32, -3.40, -0.17)  -0.34
C (-1.14, -2.24, -0.41)  -0.65
C (-0.52, -0.98, 0.21)  -0.34
H (-1.18, 2.78, 4.18)  0.37
H (0.01, 1.57, 4.62)  0.42
H (0.33, 2.54, 3.26)  0.42
H (-2.67, 2.30, 2.11)  0.54
H (-1.39, 1.81, 0.91)  0.38
H (-2.67, 0.70, 1.34)  0.45
H (0.11, -0.52, 3.51)  0.54
H (1.42, -2.24, 1.64)  0.34
H (0.36, -2.61, 3.05)  0.39
H (0.65, -4.43, 1.25)  0.35
H (-1.06, -4.02, 1.69)  0.34
H (-1.12, -2.17, -1.50)  0.36
H (-2.19, -2.38, -0.04)  0.33
H (-1.06, -0.06, -0.01)  0.31
H (0.51, -0.92, -0.19)  0.29
C (-0.29, 0.25, 10.31)  -0.78
O (-0.72, -0.64, 9.29)  -0.42
C (-1.30, -0.21, 8.15)  0.73
C (-1.51, -1.26, 7.23)  -0.64
C (-2.01, -0.96, 5.98)  -0.44
C (-2.14, 0.35, 5.52)  -0.07
C (-2.51, 0.66, 4.03)  -0.61
O (-3.53, 1.70, 4.11)  -0.31
C (-4.86, 1.65, 3.64)  -0.80
C (-2.11, 1.36, 6.50)  -0.34
C (-1.58, 1.12, 7.77)  -0.53
H (0.20, -0.39, 11.05)  0.23
H (0.42, 0.94, 9.84)  0.35
H (-1.11, 0.84, 10.76)  0.30
H (-1.27, -2.27, 7.57)  0.44
H (-2.31, -1.76, 5.32)  0.47
H (-2.98, -0.31, 3.69)  0.47
H (-5.24, 2.66, 3.75)  0.28
H (-4.87, 1.37, 2.60)  0.32
H (-5.58, 1.04, 4.17)  0.29
H (-2.44, 2.37, 6.27)  0.44
H (-1.39, 1.94, 8.47)  0.41

Summary:
LUMO level: -4.7 eV
Structure (SMILES): COc1ccc([C@@H](OC)C(C)(C)C=[N+]2CCOCC2)cc1
Strongest force on any atom: 3.66 eV Å⁻¹
Calculated total energy: -25673.8480 eV
Net charge: +1
Gap between HOMO and LUMO: 6.1125 eV

***

Record 6
Below is a molecular structure, C17H27BF4LaN5O5S3, with properties calculated with the ωB97M-V functional and the def2-TZVPD basis.

Last column: Mulliken charge in e.
Cartesian coordinates (Å):
La (9.71, 7.28, 10.76)  1.88
O (8.97, 9.94, 7.70)  -0.63
S (8.18, 9.01, 8.50)  1.00
O (6.82, 8.86, 8.00)  -0.70
O (8.36, 9.34, 9.93)  -0.71
O (8.80, 7.57, 8.54)  -0.92
C (6.87, 8.99, 12.38)  -1.12
N (8.16, 8.56, 12.79)  1.07
C (8.00, 7.74, 13.99)  -1.54
C (8.91, 9.80, 13.05)  -0.93
C (10.27, 9.48, 13.61)  0.70
C (10.63, 10.07, 14.79)  -0.56
C (11.77, 9.68, 15.44)  -0.47
C (12.55, 8.64, 14.92)  -0.72
C (12.12, 8.04, 13.71)  -0.42
C (10.98, 8.48, 12.97)  -0.35
H (6.29, 9.42, 13.22)  0.45
H (6.27, 8.19, 11.85)  0.01
H (6.87, 9.76, 11.54)  0.26
H (7.60, 8.43, 14.72)  0.45
H (8.85, 7.26, 14.37)  0.21
H (7.20, 7.05, 13.85)  0.45
H (8.29, 10.45, 13.67)  0.34
H (8.96, 10.25, 12.05)  0.24
H (10.10, 10.82, 15.32)  0.35
H (12.11, 10.27, 16.33)  0.23
H (13.49, 8.27, 15.33)  0.34
H (12.73, 7.31, 13.21)  0.42
C (6.28, 6.05, 9.75)  -0.91
O (7.38, 5.84, 10.66)  -0.18
C (7.26, 5.09, 11.78)  0.26
S (5.77, 4.46, 12.28)  -0.38
S (8.83, 4.80, 12.50)  -0.38
H (5.52, 6.74, 10.12)  0.27
H (5.88, 5.11, 9.49)  0.47
H (6.83, 6.58, 8.94)  0.21
F (12.44, 4.00, 10.62)  -0.38
B (12.40, 5.25, 10.00)  0.40
F (12.29, 6.35, 10.97)  -0.21
F (13.47, 5.37, 9.15)  -0.36
F (11.23, 5.41, 9.28)  -0.41
C (12.02, 8.66, 8.33)  -0.89
N (11.86, 9.18, 9.76)  1.55
C (13.19, 9.10, 10.39)  -0.93
N (14.21, 9.85, 9.65)  -0.03
C (14.21, 9.39, 8.27)  -0.77
N (12.94, 9.47, 7.55)  0.07
C (12.45, 10.84, 7.54)  -0.54
N (12.35, 11.37, 8.92)  0.08
C (11.40, 10.61, 9.70)  -0.71
C (13.66, 11.25, 9.57)  -0.77
H (11.00, 8.70, 7.98)  0.45
H (12.33, 7.64, 8.43)  0.08
H (13.50, 8.08, 10.45)  0.17
H (13.13, 9.62, 11.35)  0.22
H (14.48, 8.33, 8.27)  0.45
H (15.03, 10.02, 7.76)  0.27
H (11.42, 10.83, 7.09)  0.34
H (13.05, 11.53, 6.94)  0.26
H (10.44, 10.69, 9.22)  0.11
H (11.27, 10.93, 10.70)  0.09
H (13.60, 11.69, 10.58)  0.37
H (14.38, 11.80, 9.05)  0.43

Summary:
LUMO level: 4.5 eV
Strongest force on any atom: 3.38 eV Å⁻¹
Calculated total energy: -80678.6509 eV
Net charge: -2
Gap between HOMO and LUMO: 7.3568 eV